This record from the Open Molecules 2025 dataset describes an isolated molecule of C4H2F2O. The level of theory is ωB97M-V/def2-TZVPD.

Each line ends with the Löwdin charge.
Atoms and positions in Å:
1 O 2.572 0.619 0.029  0.1195
2 C 1.643 -0.326 0.022  -0.3739
3 F 2.088 -1.588 -0.047  0.0945
4 C 0.210 -0.082 0.034  0.0715
5 C -1.095 0.143 0.040  0.0220
6 C -2.527 0.364 0.036  -0.1522
7 F -3.357 -0.676 -0.044  0.0002
8 H 3.437 0.208 -0.107  0.1331
9 H -2.972 1.338 0.037  0.0853

Computed properties:
* SMILES: OC(F)=C=C=CF
* HOMO-LUMO gap: 0.298 Eh
* energy relative to the best compared isomer or geometry (same formula, charge and spin): 3.291 eV
* maximum force: 6.492 eV Å⁻¹



This record from the Open Molecules 2025 dataset describes an isolated molecule of C4H2F2O. The level of theory is ωB97M-V/def2-TZVPD.

Each line ends with the Löwdin charge.
Atoms and positions in Å:
1 C 0.624 0.773 2.696  -0.0584
2 C 0.029 0.689 1.618  -0.2144
3 C -0.347 0.361 0.069  -0.3371
4 C -1.685 -0.167 -0.001  -0.1191
5 O 0.700 -0.449 -0.341  -0.0119
6 F -2.057 -1.394 0.185  0.2643
7 F -2.668 0.684 0.260  0.2115
8 H -0.166 1.264 -0.448  0.1441
9 H 1.161 -0.765 0.472  0.1212

Computed properties:
* HOMO-LUMO gap (alpha / beta): 0.222 / 0.221 Eh
* energy relative to the best compared isomer or geometry (same formula, charge and spin): 6.771 eV
* maximum force: 4.536 eV Å⁻¹



This record from the Open Molecules 2025 dataset describes a cluster of 2 separate species, C4H2F2O in total. The level of theory is ωB97M-V/def2-TZVPD.

Each line ends with the Löwdin charge.
Atoms and positions in Å:
1 C -2.444 -1.862 -0.818  0.2989
2 C -1.955 -0.885 -0.113  -0.3220
3 C -1.218 0.046 0.681  0.2660
4 C -2.494 0.563 0.133  -0.5165
5 O 0.678 0.324 -1.221  -0.0595
6 F -2.615 1.306 -0.935  0.1795
7 F -3.675 0.569 0.762  0.1491
8 H -0.162 -0.314 -1.496  0.1165
9 H 0.161 0.780 -0.665  -0.1121

Computed properties:
* HOMO-LUMO gap: 0.280 Eh
* energy relative to the best compared isomer or geometry (same formula, charge and spin): 8.113 eV
* maximum force: 7.092 eV Å⁻¹



Question: What is the formula in the first record?
Answer: C4H2F2O